{"formula": "C6H9NO2", "method": "ωB97M-V/def2-TZVPD", "total_energy_ha": -439.17871, "smiles": "C=CO[C@@H]1OCC=C1N", "relative_energy_kj_mol": 256.4, "homo_lumo_gap_ha": 0.368, "e_lumo_ha": 0.03532, "elements": ["C", "C", "O", "C", "O", "C", "C", "C", "N", "H", "H", "H", "H", "H", "H", "H", "H", "H"], "positions_angstrom": [[3.084, -0.364, -0.368], [1.795, -0.187, -0.306], [1.203, -0.313, 0.932], [-0.226, -0.302, 0.944], [-0.819, -1.447, 0.538], [-1.953, -1.279, -0.275], [-2.022, 0.265, -0.433], [-1.019, 0.789, 0.201], [-0.559, 2.093, 0.259], [3.722, -0.512, 0.450], [3.550, -0.317, -1.327], [1.148, -0.014, -1.198], [-0.328, -0.194, 2.065], [-2.920, -1.641, 0.235], [-1.826, -1.803, -1.210], [-2.846, 0.647, -1.022], [0.021, 2.275, -0.554], [-0.007, 2.305, 1.069]]}